Record 1
{"formula": "C21H32F4N5O5PS", "method": "the ωB97M-V functional and the def2-TZVPD basis", "species": ["N", "P", "C", "C", "C", "C", "F", "O", "S", "O", "O", "C", "C", "C", "C", "C", "N", "C", "N", "N", "C", "C", "C", "O", "C", "O", "C", "F", "F", "F", "C", "C", "C", "C", "C", "N", "C", "H", "H", "H", "H", "H", "H", "H", "H", "H", "H", "H", "H", "H", "H", "H", "H", "H", "H", "H", "H", "H", "H", "H", "H", "H", "H", "H", "H", "H", "H", "H", "H"], "positions_angstrom": [[0.88, 3.74, 3.56], [0.91, 2.18, 3.30], [0.80, 1.66, 1.44], [-0.27, 2.55, 0.76], [0.09, 4.07, 0.63], [-1.07, 4.92, 1.19], [-2.20, 4.65, 0.38], [2.15, 1.87, 0.99], [2.33, 1.98, -0.66], [3.68, 1.52, -0.91], [1.30, 0.90, -1.36], [1.33, -0.42, -0.75], [1.61, -1.46, -1.85], [0.53, -1.72, -2.92], [-0.02, -0.49, -3.68], [-1.25, -0.85, -4.59], [-2.13, 0.37, -4.62], [-3.04, 0.40, -3.51], [-2.95, 1.27, -2.59], [-4.10, -0.53, -3.39], [0.16, -0.69, 0.25], [-1.27, -0.53, -0.36], [-2.41, -1.03, 0.59], [-3.37, -1.56, 0.13], [0.23, -2.20, 0.70], [-0.36, -3.08, -0.30], [-0.08, -4.37, -0.06], [1.19, -4.69, -0.35], [-0.41, -4.77, 1.17], [-0.84, -5.09, -0.91], [0.38, 0.13, 1.58], [1.27, -0.60, 2.63], [2.67, -0.73, 2.47], [3.29, -1.39, 3.55], [2.52, -1.85, 4.62], [1.19, -1.79, 4.80], [0.66, -1.16, 3.75], [0.08, 3.90, 4.18], [2.19, 1.71, 3.74], [-0.11, 1.47, 3.97], [-0.53, 2.22, -0.27], [-1.21, 2.44, 1.35], [0.20, 4.33, -0.44], [1.06, 4.30, 1.10], [-0.82, 5.99, 1.05], [-1.29, 4.66, 2.24], [2.25, -0.42, -0.12], [1.86, -2.43, -1.38], [2.54, -1.15, -2.36], [1.00, -2.37, -3.70], [-0.34, -2.31, -2.58], [-0.39, 0.31, -3.01], [0.76, 0.00, -4.30], [-1.80, -1.64, -4.04], [-0.95, -1.13, -5.60], [-2.66, 0.40, -5.49], [-2.18, 1.91, -2.79], [-3.78, -1.48, -3.55], [-4.49, -0.44, -2.45], [-1.42, -1.12, -1.28], [-1.55, 0.51, -0.61], [-2.34, -0.92, 1.70], [1.28, -2.53, 0.83], [-0.36, -2.37, 1.62], [-0.62, 0.20, 2.08], [3.25, -0.33, 1.63], [4.37, -1.54, 3.56], [3.07, -2.33, 5.44], [-0.45, -1.05, 3.80]], "fmax_ev_per_a": 2.4, "e_above_lowest_ev": 1.5466, "charge": 0, "homo_energy_ev": -8.92}

Record 2
{"formula": "C3H10N3S", "method": "the ωB97M-V functional and the def2-TZVPD basis", "species": ["C", "C", "C", "N", "N", "N", "S", "H", "H", "H", "H", "H", "H", "H", "H", "H", "H"], "positions_angstrom": [[-0.06, -1.19, -0.65], [-0.39, -0.39, 1.77], [-1.48, 1.82, 0.07], [-0.29, -1.31, 0.76], [1.25, -0.72, -1.05], [1.67, 0.70, -0.68], [-0.87, 1.18, 1.68], [-0.16, -2.22, -1.08], [-0.93, -0.67, -1.20], [-0.32, -0.88, 2.77], [-2.13, 1.02, -0.43], [-0.59, 2.02, -0.62], [-1.87, 2.73, 0.47], [-0.27, -2.30, 0.98], [1.95, -1.48, -1.13], [2.06, 1.14, -1.52], [2.43, 0.56, -0.14]], "fmax_ev_per_a": 5.0, "e_above_lowest_ev": 3.2459, "charge": 1, "homo_energy_ev": -13.33}

Record 3
{"formula": "C9H10N2O3", "method": "the ωB97M-V functional and the def2-TZVPD basis", "species": ["C", "C", "C", "C", "C", "C", "C", "C", "C", "N", "N", "O", "O", "O", "H", "H", "H", "H", "H", "H", "H", "H", "H", "H"], "positions_angstrom": [[-2.16, 1.00, -1.93], [-1.40, -0.03, -2.48], [-1.61, 1.74, -0.92], [-0.17, -0.41, -1.99], [-0.41, 1.40, -0.41], [0.31, 0.31, -0.91], [1.27, -0.53, 2.66], [1.59, -0.06, -0.27], [0.81, -1.32, 1.36], [2.25, 0.96, 0.12], [-0.56, -1.39, 1.17], [1.94, 1.87, 0.83], [-0.96, -2.15, 0.27], [-1.33, -0.49, 1.66], [-3.15, 1.24, -2.47], [-1.86, -0.71, -3.27], [-2.43, 2.23, -0.26], [0.43, -1.20, -2.51], [-0.06, 1.96, 0.43], [1.27, -1.33, 3.34], [2.26, -0.16, 2.47], [0.45, 0.18, 2.87], [2.10, -0.85, -0.82], [1.44, -2.26, 1.05]], "multiplicity": 3, "fmax_ev_per_a": 4.4, "e_above_lowest_ev": 4.9187, "charge": 0, "homo_energy_ev": [-8.63, -9.00], "s2": 2.072}

Record 4
{"formula": "C7H10O", "method": "the ωB97M-V functional and the def2-TZVPD basis", "species": ["C", "C", "C", "C", "C", "C", "C", "O", "H", "H", "H", "H", "H", "H", "H", "H", "H", "H"], "positions_angstrom": [[-3.35, 0.30, 0.31], [-2.26, -0.34, -0.55], [-1.02, -0.38, -0.17], [0.19, -0.03, 0.07], [1.63, -0.27, 0.53], [2.50, -1.36, -0.03], [1.29, 0.85, -0.35], [1.39, 2.20, -0.13], [-4.09, -0.38, 0.71], [-3.65, 1.17, -0.23], [-2.80, 0.65, 1.30], [-2.67, -0.67, -1.45], [1.79, -0.22, 1.62], [3.41, -0.83, -0.49], [2.18, -1.62, -1.08], [2.70, -2.29, 0.56], [1.61, 0.62, -1.36], [1.16, 2.60, 0.74]], "fmax_ev_per_a": 4.1, "e_above_lowest_ev": 4.3128, "charge": 0, "homo_energy_ev": -8.57, "smiles": "CC=C=C1[C@@H](C)[C@@H]1O"}

Record 5
{"formula": "C4H14NO2", "method": "the ωB97M-V functional and the def2-TZVPD basis", "species": ["O", "C", "C", "N", "C", "C", "H", "H", "H", "H", "H", "H", "H", "H", "H", "H", "H", "H", "H", "H", "O"], "positions_angstrom": [[1.22, -1.84, -1.21], [0.09, -1.07, -1.61], [0.33, 0.32, -1.07], [0.42, 0.33, 0.42], [-0.10, 1.70, 0.91], [-1.56, 1.90, 0.56], [1.88, -1.84, -1.92], [-0.17, -0.96, -2.68], [-0.72, -1.69, -1.19], [1.36, 0.64, -1.31], [-0.30, 1.07, -1.56], [1.38, 0.27, 0.75], [-0.17, -0.42, 0.79], [0.05, 1.73, 1.98], [0.58, 2.42, 0.43], [-1.70, 2.59, -0.28], [-2.20, 1.06, 0.26], [-2.14, 2.41, 1.32], [1.30, -3.19, 1.87], [-0.19, -2.96, 1.79], [0.66, -2.48, 1.74]], "fmax_ev_per_a": 2.9, "e_above_lowest_ev": 1.6621, "charge": 1, "homo_energy_ev": -14.68}

Record 6
{"formula": "C19H15IO5S", "method": "the ωB97M-V functional and the def2-TZVPD basis", "species": ["C", "C", "C", "C", "O", "C", "O", "C", "C", "C", "C", "I", "C", "C", "C", "C", "C", "C", "C", "S", "C", "O", "O", "C", "C", "O", "H", "H", "H", "H", "H", "H", "H", "H", "H", "H", "H", "H", "H", "H", "H"], "positions_angstrom": [[1.56, 3.76, -3.42], [1.33, 2.27, -3.14], [1.50, 1.30, -4.09], [1.22, -0.09, -3.76], [1.38, -0.93, -4.64], [0.97, -0.42, -2.36], [0.80, -1.74, -1.95], [-0.45, -2.05, -1.43], [-0.52, -2.88, -0.31], [-1.75, -3.18, 0.31], [-2.93, -2.65, -0.22], [-4.80, -3.17, 0.88], [-2.91, -1.84, -1.35], [-1.67, -1.52, -1.94], [0.84, 0.65, -1.45], [0.57, 0.45, -0.05], [-0.45, 1.13, 0.59], [-0.68, 0.99, 1.94], [0.06, 0.09, 2.70], [-0.30, -0.14, 4.50], [0.70, 1.09, 5.39], [0.12, -1.47, 4.95], [-1.72, 0.12, 4.80], [1.07, -0.66, 2.07], [1.33, -0.47, 0.71], [0.97, 1.96, -1.86], [0.66, 4.33, -3.20], [1.78, 3.88, -4.51], [2.39, 4.11, -2.83], [1.87, 1.52, -5.10], [0.41, -3.30, 0.10], [-1.72, -3.78, 1.21], [-3.81, -1.43, -1.80], [-1.65, -0.85, -2.78], [-1.09, 1.79, 0.02], [-1.52, 1.57, 2.39], [1.76, 0.77, 5.35], [0.57, 2.06, 4.95], [0.34, 1.10, 6.41], [1.64, -1.35, 2.70], [2.11, -1.03, 0.21]], "fmax_ev_per_a": 3.4, "e_above_lowest_ev": 0.0000, "charge": 0, "homo_energy_ev": -8.77, "smiles": "Cc1cc(=O)c(Oc2ccc(I)cc2)c(-c2ccc(S(C)(=O)=O)cc2)o1"}

Record 7
{"formula": "C29H53As3N4O4Sn", "method": "the ωB97M-V functional and the def2-TZVPD basis", "species": ["Sn", "C", "As", "C", "C", "C", "C", "C", "As", "C", "C", "C", "As", "C", "C", "H", "H", "H", "H", "H", "H", "H", "H", "H", "H", "H", "H", "H", "H", "H", "H", "H", "H", "H", "H", "H", "H", "H", "H", "H", "H", "H", "O", "C", "C", "C", "C", "N", "C", "C", "C", "C", "C", "C", "O", "C", "C", "N", "H", "H", "H", "H", "H", "H", "H", "H", "H", "H", "H", "H", "C", "N", "C", "C", "C", "O", "H", "H", "H", "H", "H", "H", "H", "H", "H", "C", "C", "N", "O", "H", "H", "H", "H", "H"], "positions_angstrom": [[-0.37, -1.25, -1.85], [3.15, -0.60, 3.43], [2.48, 0.92, 2.40], [3.48, 0.77, 0.74], [3.34, 2.46, 3.31], [2.48, 3.12, 4.40], [1.97, 2.07, 5.39], [1.30, 3.87, 3.75], [0.07, 2.70, 2.76], [-0.94, 3.98, 1.70], [-1.24, 2.05, 4.05], [3.31, 4.09, 5.28], [4.41, 5.53, 4.56], [6.11, 4.91, 3.91], [3.56, 6.67, 3.26], [4.19, -0.41, 3.70], [3.09, -1.49, 2.81], [2.56, -0.75, 4.33], [4.54, 0.84, 0.96], [3.19, 1.55, 0.05], [3.26, -0.21, 0.31], [3.61, 3.18, 2.53], [4.26, 2.06, 3.74], [1.33, 1.33, 4.90], [1.37, 2.53, 6.18], [2.79, 1.53, 5.86], [1.66, 4.58, 3.00], [0.72, 4.42, 4.49], [-1.38, 4.72, 2.37], [-1.72, 3.46, 1.17], [-0.28, 4.48, 0.99], [-1.35, 2.78, 4.85], [-0.94, 1.10, 4.47], [-2.19, 1.94, 3.53], [4.03, 3.51, 5.87], [2.65, 4.58, 6.00], [6.53, 4.20, 4.62], [6.78, 5.76, 3.79], [5.94, 4.44, 2.94], [2.56, 6.93, 3.59], [3.54, 6.14, 2.31], [4.16, 7.57, 3.15], [-3.65, -6.30, 2.11], [-2.86, -5.36, 2.79], [-2.38, -4.35, 1.79], [-1.90, -3.10, 2.18], [-1.45, -2.23, 1.22], [-1.47, -2.51, -0.08], [-1.95, -3.70, -0.48], [-2.39, -4.65, 0.43], [-2.00, -3.94, -1.95], [-2.56, -5.08, -2.50], [-2.59, -5.26, -3.88], [-3.12, -6.55, -4.43], [-2.16, -7.52, -4.06], [-2.06, -4.26, -4.68], [-1.52, -3.14, -4.08], [-1.49, -2.98, -2.75], [-4.03, -6.93, 2.74], [-1.97, -5.84, 3.24], [-3.40, -4.85, 3.59], [-1.89, -2.82, 3.23], [-1.06, -1.25, 1.49], [-2.77, -5.61, 0.13], [-2.97, -5.85, -1.87], [-3.24, -6.48, -5.52], [-4.10, -6.76, -3.99], [-2.36, -8.36, -4.47], [-2.04, -4.35, -5.76], [-1.08, -2.34, -4.67], [-3.96, 1.62, -4.99], [-3.33, 0.78, -3.96], [-3.97, -0.48, -3.57], [-2.21, 1.14, -3.38], [-1.57, 2.44, -3.76], [-1.65, 0.43, -2.48], [-4.87, 1.14, -5.33], [-3.29, 1.74, -5.85], [-4.22, 2.60, -4.59], [-4.84, -0.64, -4.21], [-4.30, -0.43, -2.53], [-3.29, -1.31, -3.69], [-1.17, 2.38, -4.77], [-0.75, 2.65, -3.07], [-2.28, 3.26, -3.75], [0.66, -0.35, -5.97], [1.57, -0.92, -4.91], [2.81, -1.23, -5.29], [1.20, -1.09, -3.73], [0.45, -1.11, -6.72], [1.13, 0.49, -6.48], [-0.27, -0.03, -5.51], [3.11, -1.13, -6.24], [3.43, -1.66, -4.62]], "fmax_ev_per_a": 0.8, "charge": 4, "homo_energy_ev": [-17.80, -17.20]}

Record 8
{"formula": "C12H21ClF3GaNO", "method": "the ωB97M-V functional and the def2-TZVPD basis", "species": ["C", "C", "Ga", "C", "C", "C", "F", "F", "F", "C", "C", "O", "N", "C", "C", "C", "C", "C", "Cl", "H", "H", "H", "H", "H", "H", "H", "H", "H", "H", "H", "H", "H", "H", "H", "H", "H", "H", "H", "H", "H"], "positions_angstrom": [[0.54, -2.55, -0.29], [0.83, -1.30, 0.11], [-0.48, 0.16, 0.67], [0.62, 1.70, 1.44], [1.99, 1.91, 0.78], [3.14, 2.06, 1.75], [3.25, 3.35, 2.19], [4.33, 1.78, 1.13], [3.09, 1.26, 2.83], [-1.85, 0.75, -0.74], [-1.34, 1.01, -2.13], [-2.10, 1.38, -3.02], [0.07, 0.83, -2.43], [0.64, 2.02, -3.06], [0.29, -0.41, -3.17], [-1.60, -0.68, 2.19], [-2.24, -1.97, 1.67], [-1.58, -3.22, 2.27], [-4.04, -2.01, 1.93], [-0.27, -2.78, -0.98], [1.08, -3.41, 0.12], [1.90, -1.09, 0.22], [0.05, 2.63, 1.35], [0.71, 1.52, 2.51], [1.96, 2.83, 0.22], [2.24, 1.11, 0.09], [-2.29, 1.68, -0.40], [-2.64, 0.01, -0.79], [-0.06, 2.52, -3.74], [0.91, 2.73, -2.29], [1.53, 1.73, -3.61], [0.89, -1.08, -2.57], [-0.64, -0.93, -3.39], [0.81, -0.23, -4.11], [-1.01, -0.87, 3.09], [-2.39, 0.04, 2.37], [-2.10, -2.01, 0.60], [-2.15, -3.54, 3.13], [-0.57, -2.94, 2.55], [-1.53, -3.99, 1.51]], "fmax_ev_per_a": 1.5, "charge": -1, "homo_energy_ev": -4.67}

Record 9
{"formula": "C56H39I4N6OS4SiY", "method": "the ωB97M-V functional and the def2-TZVPD basis", "species": ["Y", "I", "C", "C", "C", "C", "C", "C", "C", "C", "C", "C", "C", "C", "C", "C", "C", "C", "I", "C", "C", "C", "N", "C", "C", "C", "C", "C", "C", "I", "C", "C", "C", "C", "C", "C", "N", "C", "C", "C", "C", "C", "N", "C", "C", "C", "C", "I", "C", "C", "C", "C", "N", "H", "H", "H", "H", "H", "H", "H", "H", "H", "H", "H", "H", "H", "H", "H", "H", "H", "H", "H", "H", "H", "H", "H", "H", "C", "C", "C", "C", "C", "C", "N", "N", "Si", "C", "C", "C", "H", "H", "H", "H", "H", "H", "H", "H", "H", "H", "H", "H", "H", "H", "H", "O", "C", "S", "C", "C", "S", "S", "S"], "positions_angstrom": [[-0.29, -0.09, -0.10], [9.21, -2.41, -2.85], [7.28, -1.84, -2.30], [6.21, -2.69, -2.54], [4.94, -2.31, -2.15], [4.70, -1.07, -1.55], [5.80, -0.24, -1.31], [7.08, -0.62, -1.68], [3.33, -0.62, -1.17], [2.45, -0.41, -2.22], [2.82, -0.49, -3.60], [1.71, -0.21, -4.32], [0.66, 0.04, -3.36], [-0.66, 0.55, -3.70], [-1.43, 0.04, -4.85], [-0.92, -0.74, -5.92], [-1.74, -1.35, -6.86], [-3.12, -1.23, -6.78], [-4.34, -2.19, -8.17], [-3.68, -0.54, -5.71], [-2.85, 0.03, -4.77], [-1.24, 1.52, -2.88], [-1.00, 1.71, -1.55], [-1.77, 2.76, -1.18], [-1.90, 3.24, 0.12], [-2.88, 4.33, 0.33], [-4.25, 4.18, 0.08], [-5.15, 5.22, 0.27], [-4.68, 6.43, 0.77], [-6.00, 8.02, 1.09], [-3.34, 6.62, 1.03], [-2.47, 5.58, 0.80], [-1.15, 2.86, 1.24], [-1.34, 3.41, 2.59], [-0.36, 2.92, 3.36], [0.41, 2.04, 2.50], [-0.13, 1.98, 1.23], [1.55, 1.36, 2.91], [2.34, 0.54, 2.02], [3.57, -0.08, 2.37], [4.09, -0.60, 1.22], [3.13, -0.35, 0.20], [2.05, 0.33, 0.71], [2.02, 1.53, 4.32], [1.15, 1.27, 5.39], [1.55, 1.37, 6.72], [2.86, 1.70, 6.99], [3.52, 1.75, 8.98], [3.74, 1.99, 5.96], [3.33, 1.90, 4.64], [-2.43, 3.34, -2.36], [-2.13, 2.54, -3.40], [1.12, -0.06, -2.11], [6.36, -3.66, -3.01], [4.11, -2.99, -2.33], [5.64, 0.73, -0.82], [7.91, 0.05, -1.50], [3.82, -0.64, -3.97], [1.66, -0.07, -5.40], [0.13, -0.96, -6.01], [-1.28, -1.96, -7.63], [-4.75, -0.52, -5.55], [-3.31, 0.38, -3.85], [-4.62, 3.21, -0.25], [-6.20, 5.07, 0.08], [-2.98, 7.56, 1.41], [-1.41, 5.71, 1.00], [-2.13, 4.09, 2.87], [-0.16, 3.14, 4.39], [4.00, -0.12, 3.37], [5.02, -1.13, 1.10], [0.13, 0.95, 5.19], [0.85, 1.15, 7.51], [4.76, 2.29, 6.18], [4.03, 2.13, 3.86], [-3.01, 4.26, -2.37], [-2.41, 2.68, -4.44], [-1.33, -2.79, -3.25], [-0.68, -3.36, -2.03], [-0.43, -4.73, -1.96], [0.17, -5.22, -0.80], [0.44, -4.37, 0.26], [0.07, -3.00, 0.18], [-0.41, -2.53, -1.01], [0.17, -2.10, 1.18], [-0.07, -2.69, 2.79], [-1.50, -3.86, 2.86], [1.46, -3.53, 3.49], [-0.37, -1.32, 3.96], [-2.08, -3.48, -3.62], [-0.57, -2.63, -4.04], [-1.79, -1.83, -3.02], [-0.68, -5.39, -2.79], [0.44, -6.27, -0.72], [0.89, -4.76, 1.17], [-1.33, -4.85, 2.43], [-2.32, -3.40, 2.32], [-1.83, -3.97, 3.89], [1.82, -4.42, 2.96], [1.29, -3.82, 4.53], [2.28, -2.79, 3.49], [-1.41, -0.99, 3.97], [0.26, -0.48, 3.65], [-0.08, -1.59, 4.97], [-7.80, -1.03, 1.64], [-6.64, -0.82, 1.31], [-5.37, -0.34, 2.44], [-4.06, -0.23, 1.28], [-4.36, -0.52, -0.02], [-3.22, -0.53, -1.33], [-6.03, -0.95, -0.34], [-2.51, 0.27, 1.87]], "fmax_ev_per_a": 1.1, "e_above_lowest_ev": 0.0000, "charge": -2, "homo_energy_ev": -1.21}

Please write out number 4 again, unchanged.
{"formula": "C7H10O", "method": "the ωB97M-V functional and the def2-TZVPD basis", "species": ["C", "C", "C", "C", "C", "C", "C", "O", "H", "H", "H", "H", "H", "H", "H", "H", "H", "H"], "positions_angstrom": [[-3.35, 0.30, 0.31], [-2.26, -0.34, -0.55], [-1.02, -0.38, -0.17], [0.19, -0.03, 0.07], [1.63, -0.27, 0.53], [2.50, -1.36, -0.03], [1.29, 0.85, -0.35], [1.39, 2.20, -0.13], [-4.09, -0.38, 0.71], [-3.65, 1.17, -0.23], [-2.80, 0.65, 1.30], [-2.67, -0.67, -1.45], [1.79, -0.22, 1.62], [3.41, -0.83, -0.49], [2.18, -1.62, -1.08], [2.70, -2.29, 0.56], [1.61, 0.62, -1.36], [1.16, 2.60, 0.74]], "fmax_ev_per_a": 4.1, "e_above_lowest_ev": 4.3128, "charge": 0, "homo_energy_ev": -8.57, "smiles": "CC=C=C1[C@@H](C)[C@@H]1O"}